Here is C2H4O3S2 in the gas phase at a distorted geometry from OMol25. Energies are from ωB97M-V with the def2-TZVPD basis set.

The calculation puts the HOMO-LUMO gap (alpha / beta) at 5.0955 / 8.5253 eV. For the lowest unoccupied orbital energy (alpha / beta), the calculation gives 0.3371 / -1.6783 eV. Its expectation value of S² is 2.008.

The geometry in ORCA input format:
```
! RIJCOSX wB97M-V def2-TZVPD def2/J DEFGRID3
* xyz 0 3
C 0.001 1.116 0.889
C 1.349 1.289 0.846
O -2.969 1.021 -1.236
O -3.195 0.729 1.135
O -0.786 0.245 0.122
S 2.374 0.357 -0.286
S -2.626 -0.001 0.072
H -3.420 1.896 -1.282
H -0.522 1.864 1.483
H 1.894 1.884 1.574
H 1.501 0.065 -1.258
*
```



Here is a 6-piece molecular cluster, C25H32F3N5O3S overall at a distorted geometry from OMol25. Energies are from ωB97M-V with the def2-TZVPD basis set.

The calculation puts the HOMO-LUMO gap at 7.9746 eV. Its SMILES is O=S1(=O)C[C@@H](C(F)(F)F)CCO1.c1cc[nH]c1.c1cc[nH]c1.c1cc[nH]c1.c1cc[nH]c1.c1cc[nH]c1. For the lowest unoccupied orbital energy, the calculation gives 0.1496 eV.

The geometry in ORCA input format:
```
! RIJCOSX wB97M-V def2-TZVPD def2/J DEFGRID3
* xyz 0 1
O 1.478 0.409 1.018
S 1.237 1.324 2.055
O -0.079 1.237 2.578
C 2.326 0.929 3.414
C 2.237 2.123 4.397
C 3.017 1.863 5.659
F 3.920 0.915 5.485
F 3.632 2.927 6.118
F 2.203 1.441 6.608
C 2.692 3.347 3.628
C 1.688 3.753 2.566
O 1.554 2.763 1.520
H 3.350 0.893 3.083
H 2.012 0.011 3.885
H 1.186 2.254 4.620
H 3.615 3.158 3.092
H 2.827 4.218 4.252
H 0.735 4.037 3.000
H 2.103 4.627 2.095
N 0.728 -1.269 -1.262
C 1.053 -1.503 -2.568
C 0.079 -2.301 -3.111
C -0.873 -2.556 -2.088
C -0.443 -1.903 -0.962
H 1.266 -0.716 -0.614
H 1.946 -1.083 -3.000
H 0.052 -2.661 -4.126
H -1.769 -3.148 -2.170
H -0.869 -1.837 0.025
N -1.741 -0.790 3.715
C -1.749 -1.210 5.015
C -2.739 -2.151 5.154
C -3.347 -2.308 3.882
C -2.706 -1.457 3.018
H -1.117 -0.093 3.328
H -1.053 -0.804 5.732
H -2.996 -2.668 6.064
H -4.159 -2.969 3.629
H -2.858 -1.268 1.969
N -1.047 -0.418 -8.460
C -2.059 -1.253 -8.071
C -1.949 -1.445 -6.720
C -0.828 -0.693 -6.274
C -0.296 -0.069 -7.370
H -0.880 -0.108 -9.400
H -2.765 -1.637 -8.787
H -2.598 -2.056 -6.116
H -0.458 -0.619 -5.266
H 0.550 0.589 -7.470
N -3.568 1.189 6.777
C -3.057 2.432 7.024
C -4.057 3.203 7.554
C -5.218 2.388 7.634
C -4.881 1.152 7.149
H -3.055 0.418 6.382
H -2.028 2.661 6.801
H -3.968 4.234 7.852
H -6.187 2.676 8.005
H -5.462 0.252 7.035
N 4.197 -2.850 -9.356
C 4.588 -1.577 -9.042
C 3.501 -0.919 -8.531
C 2.411 -1.832 -8.534
C 2.873 -3.014 -9.046
H 4.790 -3.555 -9.753
H 5.600 -1.252 -9.208
H 3.488 0.104 -8.192
H 1.406 -1.641 -8.197
H 2.377 -3.954 -9.217
*
```



Here is a 2-piece molecular cluster, C9H14 overall at a distorted geometry from OMol25. Energies are from ωB97M-V with the def2-TZVPD basis set.

The calculation puts the HOMO-LUMO gap (alpha / beta) at 9.9492 / 6.1503 eV. For the lowest unoccupied orbital energy (alpha / beta), the calculation gives -4.5663 / -8.3647 eV. Its expectation value of S² is 0.769.

The geometry in ORCA input format:
```
! RIJCOSX wB97M-V def2-TZVPD def2/J DEFGRID3
* xyz 1 2
C -2.268 -0.256 -0.342
C 0.466 -2.920 -0.643
C 1.474 -2.371 0.103
C -0.767 -2.264 -0.723
C -1.000 -0.975 -0.076
C 1.266 -1.097 0.720
C 0.044 -0.414 0.606
H 0.587 -3.837 -1.202
H 2.355 -2.943 0.331
H -1.580 -2.642 -1.315
H 1.994 -0.651 1.392
H -2.432 0.619 0.285
H -3.146 -0.878 -0.223
H 0.073 0.548 1.088
H -2.270 0.059 -1.398
C 0.646 4.643 0.337
C 0.339 3.182 0.035
H 0.252 5.270 -0.469
H 0.152 4.996 1.238
H 1.723 4.745 0.446
H 0.770 2.528 0.793
H -0.725 2.932 0.067
H 0.791 2.906 -0.924
*
```



Here is a 20-piece molecular cluster, C55H150O20 overall at a distorted geometry from OMol25. Energies are from ωB97M-V with the def2-TZVPD basis set.

The calculation puts the HOMO-LUMO gap at 10.2115 eV. For the lowest unoccupied orbital energy, the calculation gives 0.5066 eV.

The geometry in ORCA input format:
```
! RIJCOSX wB97M-V def2-TZVPD def2/J DEFGRID3
* xyz 0 1
C -3.614 0.543 4.064
C -4.668 -0.202 3.342
O -4.669 -1.586 3.623
H -3.810 0.376 5.203
H -3.735 1.611 3.880
H -2.608 0.277 3.770
H -4.530 -0.124 2.263
H -5.650 0.286 3.584
H -5.190 -2.113 2.980
C -6.850 0.477 0.236
C -7.043 -0.925 -0.371
O -5.972 -1.743 0.064
H -7.085 0.356 1.318
H -7.567 1.273 -0.169
H -5.776 0.748 0.220
H -7.014 -0.802 -1.474
H -7.987 -1.450 -0.028
H -5.218 -1.738 -0.554
C 2.146 2.292 6.252
C 1.868 2.378 4.733
O 2.603 3.395 4.207
H 1.575 1.482 6.687
H 1.792 3.168 6.790
H 3.200 2.143 6.426
H 0.814 2.553 4.589
H 2.042 1.380 4.232
H 2.613 3.410 3.242
C 2.309 -1.310 -5.738
C 0.824 -1.268 -5.511
O 0.131 -2.522 -5.901
H 2.739 -0.383 -5.300
H 2.410 -1.430 -6.846
H 2.784 -2.122 -5.169
H 0.389 -0.358 -6.025
H 0.554 -1.149 -4.474
H -0.764 -2.188 -6.079
C -0.085 0.795 2.009
C -0.872 1.017 0.755
O -0.351 2.067 -0.053
H 0.129 1.730 2.504
H 0.858 0.387 1.594
H -0.679 0.168 2.694
H -1.960 1.243 0.857
H -0.954 0.105 0.142
H 0.392 1.744 -0.608
C -4.386 -3.391 6.582
C -3.017 -2.730 6.687
C -1.963 -3.781 7.051
O -2.646 -2.176 5.449
H -5.179 -2.634 6.472
H -4.544 -3.956 7.462
H -4.282 -4.070 5.771
H -2.979 -1.988 7.453
H -2.095 -4.138 8.065
H -0.916 -3.363 6.944
H -2.132 -4.676 6.434
H -3.413 -2.055 4.825
C 0.475 2.618 -5.315
C 0.301 4.096 -4.942
C 0.471 4.293 -3.391
O 1.394 4.788 -5.580
H -0.306 1.924 -4.898
H 1.489 2.193 -5.073
H 0.521 2.422 -6.347
H -0.601 4.564 -5.376
H 0.434 5.321 -3.086
H 1.284 3.761 -3.041
H -0.389 3.855 -2.817
H 1.411 5.751 -5.419
C 4.885 6.885 -3.750
C 4.053 6.369 -2.619
C 3.865 4.841 -2.582
O 4.609 6.831 -1.391
H 5.747 6.177 -3.948
H 5.407 7.767 -3.405
H 4.401 6.899 -4.739
H 3.054 6.787 -2.653
H 2.972 4.576 -1.833
H 4.821 4.420 -2.329
H 3.611 4.486 -3.598
H 3.958 6.734 -0.692
C 3.696 1.590 -0.280
C 2.997 0.989 -1.433
C 3.838 -0.224 -1.987
O 1.649 0.713 -1.149
H 3.114 2.480 -0.006
H 4.727 1.917 -0.357
H 3.685 0.889 0.582
H 2.868 1.747 -2.205
H 3.382 -0.615 -2.902
H 4.046 -0.985 -1.234
H 4.834 0.084 -2.339
H 1.403 -0.238 -0.938
C 0.526 -2.836 -2.035
C 1.088 -3.153 -0.680
C 2.125 -4.216 -0.768
O 1.465 -1.957 -0.043
H 1.392 -2.519 -2.676
H -0.011 -1.893 -1.959
H -0.127 -3.652 -2.409
H 0.265 -3.592 -0.021
H 3.137 -3.778 -0.970
H 1.900 -4.914 -1.552
H 2.150 -4.821 0.145
H 1.580 -2.153 0.977
C -1.874 -4.683 3.106
C -1.121 -3.481 2.563
C -1.993 -2.595 1.662
O -0.616 -2.602 3.653
H -2.398 -5.191 2.260
H -2.637 -4.405 3.839
H -1.240 -5.417 3.649
H -0.284 -3.874 2.099
H -2.809 -2.220 2.297
H -2.354 -2.997 0.700
H -1.424 -1.743 1.483
H -1.307 -2.606 4.350
C 1.604 6.728 0.695
C 1.294 5.279 0.955
C 0.418 5.020 2.193
O 0.544 4.867 -0.145
H 0.831 7.427 1.019
H 1.823 6.920 -0.398
H 2.407 7.119 1.243
H 2.267 4.774 0.982
H -0.016 4.038 2.180
H -0.427 5.678 2.160
H 0.915 5.175 3.188
H 0.233 3.952 0.098
C 3.961 -3.083 2.334
C 2.619 -3.103 3.175
C 2.913 -2.814 4.685
O 1.754 -2.158 2.610
H 3.887 -3.132 1.220
H 4.605 -3.925 2.645
H 4.483 -2.161 2.559
H 2.074 -4.118 3.093
H 1.956 -2.807 5.296
H 3.417 -1.865 4.839
H 3.549 -3.571 5.113
H 1.019 -1.998 3.246
C 6.342 5.031 2.659
C 5.963 6.038 1.595
C 5.952 7.455 2.100
O 6.784 5.767 0.475
H 5.716 5.135 3.542
H 7.390 5.262 3.029
H 6.277 4.003 2.379
H 4.977 5.778 1.221
H 5.433 7.414 3.099
H 5.290 8.034 1.491
H 6.875 7.927 2.116
H 6.335 6.194 -0.297
C 9.139 1.790 -2.273
C 8.764 3.208 -1.944
C 8.807 4.106 -3.222
O 7.452 3.262 -1.422
H 8.392 1.497 -3.011
H 9.190 1.116 -1.355
H 10.122 1.802 -2.704
H 9.498 3.508 -1.154
H 7.860 3.881 -3.786
H 9.685 3.958 -3.883
H 8.764 5.204 -2.984
H 7.340 3.909 -0.720
C -4.130 -5.135 -4.908
C -2.715 -5.391 -5.269
C -2.512 -5.330 -6.761
O -1.842 -4.413 -4.570
H -4.245 -5.343 -3.831
H -4.662 -5.766 -5.565
H -4.387 -4.079 -5.150
H -2.471 -6.390 -4.973
H -2.972 -4.412 -7.180
H -2.934 -6.234 -7.195
H -1.467 -5.274 -7.100
H -1.008 -4.409 -5.041
C -3.561 5.039 0.060
C -3.521 3.555 0.584
C -4.831 3.119 1.239
O -3.315 2.642 -0.472
H -3.917 5.629 0.941
H -4.286 5.207 -0.667
H -2.535 5.381 -0.212
H -2.627 3.445 1.282
H -5.016 3.606 2.161
H -4.848 2.049 1.416
H -5.657 3.433 0.546
H -2.357 2.678 -0.650
C -4.271 -0.092 -3.101
C -3.566 -1.412 -2.963
C -2.154 -1.392 -3.496
O -3.521 -1.779 -1.535
H -4.286 0.294 -4.138
H -3.743 0.769 -2.527
H -5.307 -0.227 -2.748
H -4.147 -2.252 -3.466
H -1.808 -2.422 -3.451
H -1.773 -0.642 -2.896
H -2.148 -1.009 -4.510
H -2.927 -1.108 -1.179
C -1.207 -7.727 -1.742
C -0.971 -6.370 -1.051
C -2.159 -5.352 -1.042
O -0.314 -6.543 0.223
H -0.478 -8.546 -1.463
H -1.171 -7.664 -2.872
H -2.156 -8.160 -1.434
H -0.217 -5.871 -1.633
H -2.598 -5.323 -2.057
H -1.728 -4.356 -0.780
H -2.868 -5.580 -0.262
H -0.715 -7.223 0.769
C -5.588 -5.289 1.155
C -6.475 -4.649 2.219
C -5.989 -4.989 3.615
O -6.345 -3.213 2.158
H -5.787 -4.887 0.137
H -5.858 -6.335 1.053
H -4.504 -5.193 1.376
H -7.467 -4.953 2.023
H -5.113 -4.425 3.805
H -5.761 -6.060 3.867
H -6.771 -4.704 4.309
H -6.288 -2.890 1.255
*
```



Here is an isolated ion of composition C20H25BrF5OS and charge +1 at a distorted geometry from OMol25. Energies are from ωB97M-V with the def2-TZVPD basis set.

The calculation puts the HOMO-LUMO gap at 7.3067 eV. For the lowest unoccupied orbital energy, the calculation gives -3.6615 eV.

The geometry in ORCA input format:
```
! RIJCOSX wB97M-V def2-TZVPD def2/J DEFGRID3
* xyz 1 1
C 3.885 3.124 -0.777
C 3.550 1.749 -0.073
C 2.655 1.852 1.210
C 4.027 0.561 -0.571
C 3.092 -0.721 -0.566
C 3.396 -1.597 0.711
C 2.420 -2.821 0.950
C 1.900 -3.542 -0.369
C 1.169 -2.506 1.862
C 0.424 -1.149 1.552
S -1.072 -1.399 0.451
C -0.761 -0.360 -1.062
C -0.156 -1.231 -2.249
O -0.380 -2.377 -2.423
Br 0.996 -0.209 -3.489
C -2.615 -0.831 1.305
F -3.523 -1.884 1.164
F -2.469 -0.634 2.661
C -3.286 0.429 0.696
C -2.795 1.754 1.133
C -3.417 2.938 0.514
C -4.495 2.790 -0.478
C -5.011 1.470 -0.891
C -6.149 1.314 -1.955
F -7.305 1.925 -1.595
F -6.330 -0.030 -2.198
F -5.711 1.853 -3.155
C -4.379 0.300 -0.283
H 2.905 3.656 -0.962
H 4.454 2.991 -1.727
H 4.444 3.748 -0.016
H 1.557 1.874 0.949
H 2.935 2.817 1.721
H 2.862 1.043 1.961
H 5.047 0.466 -1.019
H 2.016 -0.456 -0.711
H 3.393 -1.335 -1.462
H 4.439 -2.013 0.661
H 3.363 -0.969 1.652
H 3.021 -3.597 1.511
H 0.776 -3.489 -0.392
H 2.134 -4.644 -0.275
H 2.386 -3.209 -1.318
H 0.453 -3.374 1.837
H 1.545 -2.463 2.928
H 0.008 -0.785 2.539
H 1.072 -0.321 1.173
H -1.714 0.078 -1.475
H -0.034 0.471 -0.870
H -1.979 1.829 1.886
H -3.049 3.942 0.839
H -4.955 3.697 -0.940
H -4.735 -0.725 -0.564
*
```



Here is C43H31AsCrN3O2S2 as an isolated structure at a distorted geometry from OMol25. Energies are from ωB97M-V with the def2-TZVPD basis set.

The calculation puts the HOMO-LUMO gap (alpha / beta) at 6.1804 / 6.4537 eV. For the lowest unoccupied orbital energy (alpha / beta), the calculation gives -1.0010 / -0.7823 eV. Its expectation value of S² is 0.995.

The geometry in ORCA input format:
```
! RIJCOSX wB97M-V def2-TZVPD def2/J DEFGRID3
* xyz 0 2
Cr 0.534 -0.333 -0.228
C 4.152 -2.159 -1.623
C 3.252 -1.229 -1.097
N 1.998 -1.531 -0.812
C 1.592 -2.821 -0.968
C 2.418 -3.820 -1.518
C 3.731 -3.441 -1.867
C 1.916 -5.136 -1.604
C 0.675 -5.413 -1.094
C -0.120 -4.433 -0.476
C 0.316 -3.121 -0.403
N -0.214 -2.054 0.275
C -1.095 -2.192 1.334
C -2.300 -2.863 1.309
C -3.068 -3.017 2.475
C -2.650 -2.512 3.674
C -1.427 -1.813 3.754
C -0.905 -1.304 4.962
C 0.347 -0.761 4.977
C 1.047 -0.639 3.765
N 0.558 -1.007 2.603
C -0.650 -1.637 2.583
H 5.164 -1.847 -1.841
H 3.551 -0.201 -0.920
H 4.403 -4.180 -2.285
H 2.526 -5.907 -2.057
H 0.303 -6.429 -1.136
H -1.068 -4.715 -0.043
H -2.672 -3.243 0.367
H -4.001 -3.563 2.420
H -3.231 -2.658 4.577
H -1.499 -1.356 5.867
H 0.798 -0.405 5.893
H 2.039 -0.206 3.761
S 1.352 1.793 -1.106
C -0.075 2.815 -1.225
C -0.203 3.746 -2.251
C -1.323 4.561 -2.307
C -2.326 4.457 -1.353
C -2.211 3.527 -0.331
C -1.089 2.715 -0.260
As -0.688 1.369 1.070
C -2.204 1.481 2.287
C -3.446 1.089 1.789
C -4.569 1.126 2.599
C -4.459 1.545 3.918
C -3.219 1.899 4.431
C -2.094 1.863 3.619
C 0.642 2.446 2.038
C 0.314 3.733 2.450
C 1.284 4.583 2.962
C 2.600 4.158 3.054
C 2.939 2.875 2.647
C 1.967 2.030 2.140
H 0.570 3.822 -3.005
H -1.421 5.283 -3.108
H -3.198 5.097 -1.404
H -2.992 3.433 0.414
H -3.522 0.760 0.757
H -5.531 0.825 2.203
H -5.338 1.599 4.548
H -3.128 2.207 5.465
H -1.126 2.136 4.020
H -0.709 4.076 2.345
H 1.012 5.583 3.275
H 3.363 4.828 3.428
H 3.969 2.543 2.701
H 2.243 1.044 1.787
O 3.199 -0.627 -7.853
C 1.852 -0.658 -7.730
O 1.175 -0.737 -8.718
C 1.294 -0.613 -6.350
C -0.068 -0.856 -6.181
C -0.646 -0.846 -4.930
C 0.118 -0.591 -3.782
S -0.720 -0.639 -2.238
C 1.482 -0.348 -3.955
C 2.055 -0.346 -5.214
H 3.625 -0.586 -6.994
H -0.661 -1.041 -7.067
H -1.708 -1.023 -4.816
H 2.092 -0.114 -3.112
H 3.106 -0.078 -5.274
*
```